Record 1
Below is 3 unconnected molecules or ions with the total composition C31H42F20IO6P, with properties calculated with ωB97M-V/def2-TZVPD.

The spin multiplicity is 1. The frontier orbital gap comes out at 7.83 eV. For the energy, the calculation gives -116852.95231 eV. Its HOMO energy is -7.7 eV.

Atoms and positions in Å:
I: -0.41629 -4.34791 1.50888
P: -0.30711 -3.42997 -0.76868
F: -7.62881 -0.33242 -4.28556
F: 6.03557 1.82789 6.58212
F: -5.84759 -2.33883 -4.51010
F: 2.89529 3.82454 3.76859
F: 3.45826 1.09041 1.64187
F: 2.64840 0.95769 3.65484
F: 1.57751 2.95476 2.24501
F: 2.62459 2.32894 5.95710
F: 3.85612 2.93142 7.66438
F: -7.52834 -0.50329 -1.46878
F: 6.54072 -1.79801 2.85203
F: -3.71265 -0.68959 -4.32740
F: 4.45040 -1.58265 3.31822
F: -5.30438 0.08048 -3.03784
F: -9.30944 -1.77626 -1.57244
F: -9.39920 0.34968 -3.19192
F: 3.70395 1.35705 -1.31169
F: 5.26703 -3.53644 2.92784
F: -4.18893 -3.21869 -3.40637
F: 5.15879 3.43319 5.37396
O: -5.93662 -2.53691 -2.27261
O: 1.25828 0.17642 -0.75444
O: 4.00139 -2.90578 0.68253
O: 4.72849 1.73922 3.30580
O: -1.67246 -2.50346 -0.80997
O: 2.65375 2.80412 -2.57184
C: 4.98792 2.15307 5.76651
C: 5.09023 1.21297 4.56171
C: 1.85358 -1.80741 -1.78526
C: 3.87432 -3.03851 -0.73320
C: -5.16290 -2.26676 -3.35780
C: 3.34760 -1.76173 -1.38795
C: 2.86311 3.09870 2.63122
C: -2.00895 1.29785 -0.69127
C: -8.17556 -1.40344 -2.23663
C: 3.44239 1.69582 2.85820
C: -1.89826 1.57623 -2.19496
C: 5.31778 -2.26390 2.55155
C: -1.57985 2.11381 2.62622
C: 2.26453 0.46756 -2.97853
C: 2.84818 1.67438 -2.29159
C: 3.74541 2.04016 6.65210
C: -0.08576 -0.27292 -2.65058
C: 5.04422 -2.06954 1.07571
C: -0.54891 1.20019 -2.81401
C: 1.72480 -2.72682 -3.01279
C: 1.06798 -2.22376 -0.52728
C: -8.66722 -0.73731 -3.52340
C: -1.98170 0.64757 2.70770
C: 1.33957 -0.37380 -2.07888
C: -7.33562 -2.67788 -2.37209
C: -4.43228 -0.93148 -3.20727
C: -1.54589 2.74363 1.43360
C: 0.79054 -0.82857 0.12341
C: -0.99514 2.05309 0.20541
C: -1.23740 2.75834 3.94258
C: -2.12028 3.07928 -2.45417
H: -1.93528 0.22490 -0.49621
H: 0.20208 1.90608 -2.46116
H: 1.67941 -2.72408 0.22285
H: -2.58422 0.38658 1.84265
H: -9.29603 -1.42424 -4.09654
H: -3.76058 -0.97154 -2.34473
H: -7.60109 -3.27307 -1.49993
H: 1.35667 -0.74351 1.05463
H: -7.62728 -3.26156 -3.24606
H: -1.96037 3.74618 1.32689
H: 3.42641 3.62459 1.85802
H: -2.38983 3.26416 -3.49419
H: -2.88198 3.49364 -1.79297
H: 6.15561 1.00939 4.46414
H: -2.72530 1.06422 -2.69322
H: 4.61066 0.25364 4.75670
H: -0.25713 -0.72566 0.42170
H: 0.70701 -2.74129 -3.40035
H: 3.11752 -0.11349 -3.33143
H: -2.22943 -2.88021 -1.50530
H: -0.11741 -0.75542 -3.63149
H: 3.66519 1.03517 7.07530
H: 4.80298 -1.00662 0.95168
H: 4.84553 -3.33036 -1.14553
H: -1.19652 3.62649 -2.25734
H: -0.49567 3.53513 3.78606
H: -3.02078 1.58450 -0.39031
H: -0.79698 1.99422 4.58604
H: -0.40431 2.77898 -0.35154
H: -1.11530 -0.02859 2.71234
H: 1.98218 -3.75854 -2.77385
H: -2.09544 3.16526 4.48982
H: -0.79598 -0.80816 -2.02713
H: -2.55213 0.50344 3.62310
H: 1.74392 0.82479 -3.86046
H: 5.98099 -2.25145 0.53602
H: -0.28363 1.33459 0.59625
H: 2.39860 -2.37262 -3.79451
H: 3.19455 -3.87610 -0.88247
H: 3.49179 -0.91999 -0.70995
H: 3.96995 -1.54647 -2.25847
H: -0.64155 1.37260 -3.89084

Record 2
Below is a molecular structure, C27H28FN8O10PSTi, with properties calculated with ωB97M-V/def2-TZVPD.

The spin multiplicity is 1. The frontier orbital gap comes out at 7.02 eV. The energy above the lowest of the compared OMol25 structures with the same formula, charge and spin is 4.3 kcal per mole. For the energy, the calculation gives -106794.36266 eV. Its HOMO energy is -13.9 eV. The total charge is +2.

Atoms and positions in Å:
Ti: 0.09086 -0.20819 -0.51573
S: -2.03363 -0.85314 -3.00978
P: 1.03298 -2.65254 -0.98372
F: 3.99473 3.11793 5.88604
O: 0.01481 1.01401 2.97737
O: -1.17568 -0.92178 -1.71410
O: 1.19195 0.99608 0.65134
O: 1.33967 3.88321 6.27455
O: 2.25206 -3.29206 -0.19448
O: -0.23541 -3.59386 -0.77399
O: -3.44807 5.92857 2.25000
O: 0.66375 -0.98731 1.26361
O: 1.46259 -2.97414 -2.48306
O: -3.37907 6.14803 0.10260
N: -0.72192 1.83473 -1.03989
N: 1.37764 0.17824 -1.97616
N: 3.54376 1.20138 -1.58741
N: -1.67042 0.15283 0.75711
N: 0.69143 2.45905 4.62145
N: -3.23494 5.52481 1.13307
N: 4.91242 1.10062 0.46924
N: 2.20478 1.13440 3.49613
C: -2.94139 1.86924 1.86353
C: 2.27342 -3.68302 1.19372
C: -1.90398 3.71486 -0.05728
C: -0.56070 4.00262 -2.02224
C: -1.64906 -3.27187 -4.12225
C: -2.17107 -0.74081 1.59482
C: -0.82362 -0.99374 -4.35994
C: 3.01618 2.59029 5.17085
C: 2.81494 -2.83952 -2.98032
C: -1.53704 2.36256 -0.09221
C: 1.31692 0.07827 1.52482
C: -2.05244 1.44172 0.87668
C: 0.90754 1.51197 3.67416
C: -3.08458 -0.40768 2.59609
C: -0.26156 2.63946 -1.98253
C: -1.36440 4.55233 -1.05612
C: -1.22157 -2.23480 -5.15495
C: 1.65565 3.06935 5.45778
C: 4.28319 1.15238 -0.49479
C: -3.45981 0.90468 2.74399
C: 2.44149 0.67749 -1.74549
C: -2.63149 -2.55513 -3.20200
C: -2.78560 4.11909 1.01314
C: 3.25338 1.67432 4.23041
C: -3.27670 3.25776 1.92738
C: 2.42897 0.08188 2.53830
C: -0.13934 -5.03691 -0.91067
H: -0.78467 -3.61377 -3.55242
H: 0.16738 -5.47023 0.03824
H: -0.82348 -0.06408 -4.92457
H: 3.49540 -3.43211 -2.37483
H: -2.04516 -2.00582 -5.83357
H: -3.62679 -2.46520 -3.63998
H: -1.59843 5.60438 -1.07087
H: 2.37905 -4.76496 1.23394
H: 0.56757 -5.30109 -1.69450
H: -0.15021 4.61241 -2.81332
H: 0.13395 -1.12165 -3.85147
H: 2.79978 -3.21569 -3.99892
H: -3.47131 -1.18046 3.24350
H: 0.37912 2.19307 -2.73080
H: -0.38236 -2.57018 -5.76251
H: 3.35483 0.29363 1.99398
H: -0.26397 2.75566 4.76960
H: -2.71870 -2.95823 -2.19342
H: 4.24905 1.32573 3.99463
H: 2.48383 -0.90070 3.01073
H: -3.93313 3.62293 2.70601
H: 3.14438 -3.21858 1.65005
H: 1.36590 -3.36869 1.70474
H: -1.13191 -5.39294 -1.17027
H: -1.82980 -1.76212 1.47388
H: 3.11218 -1.79180 -2.97784
H: -4.15068 1.19999 3.52321
H: -2.12344 -4.13714 -4.58229

Record 3
Below is 8 unconnected molecules or ions with the total composition C5H28NO8S, with properties calculated with ωB97M-V/def2-TZVPD.

The spin multiplicity is 1. The frontier orbital gap comes out at 9.38 eV. For the energy, the calculation gives -34338.64776 eV. Its HOMO energy is -12.2 eV. The total charge is +1.

Atoms and positions in Å:
S: 0.89008 3.34114 -1.32256
O: 1.28673 -0.85502 0.93869
O: -3.25022 -0.53161 -1.81736
O: -1.80352 2.18499 2.30196
O: -0.05262 -2.92616 -0.81437
O: 0.33760 -1.62095 3.58737
O: 4.77524 0.08040 1.13033
O: 1.15229 -4.67762 0.96609
O: -2.73244 -0.66489 1.50208
N: -1.13515 0.76558 -0.27236
C: 0.73246 2.15994 -2.69114
C: -1.15668 0.71705 -1.76790
C: 0.31621 0.75777 -2.21059
C: 1.89986 2.55703 -0.04713
C: -1.92012 -0.47746 -2.31434
H: -3.64227 -0.98568 1.42643
H: 1.98931 -0.20363 0.80258
H: -0.89830 1.74508 -0.07813
H: 1.24894 -4.41273 1.88835
H: 0.57168 -3.64215 -0.59648
H: 1.81017 -1.51944 1.40908
H: -2.63323 -0.65372 2.46361
H: 0.92907 0.35819 -1.41261
H: -2.04746 0.49115 0.12168
H: 2.38401 3.37961 0.49592
H: -3.81602 0.05602 -2.32697
H: 4.41647 0.00659 2.01212
H: -1.69835 1.60687 -2.12166
H: -2.01164 -0.48736 -3.40485
H: -2.64347 2.36025 1.86440
H: 4.52061 0.86522 0.65099
H: -1.78503 2.74424 3.08085
H: 1.34509 2.07880 0.76350
H: 0.23802 -4.96169 0.87667
H: -0.43209 -2.77608 0.05857
H: -0.37812 0.21900 0.13798
H: -0.16696 -1.05437 4.17623
H: 0.32560 0.12683 -3.10892
H: 1.65482 2.00310 -3.24020
H: 2.68821 2.00252 -0.53687
H: -0.11993 2.55612 -3.22822
H: 0.18627 -1.32569 2.68326
H: -1.37513 -1.38725 -2.02607

Record 4
Below is a molecular structure, C2HBr2Cl3, with properties calculated with ωB97M-V/def2-TZVPD.

The spin multiplicity is 1. The frontier orbital gap comes out at 10.52 eV. The energy above the lowest of the compared OMol25 structures with the same formula, charge and spin is 13.4 kcal per mole. For the energy, the calculation gives -179741.64071 eV. Its HOMO energy is -10.5 eV.

Atoms and positions in Å:
Br: 0.59778 1.73264 -1.46091
Br: -0.02696 1.27366 1.79922
Cl: 2.15150 -0.44952 -0.21937
Cl: -2.24443 -0.03729 0.08079
Cl: -0.22138 -1.80409 1.31359
C: -0.56057 -0.15663 0.54094
C: 0.41020 0.01419 -0.67616
H: -0.10613 -0.57297 -1.37810

Record 5
Below is a molecular structure, NO5S, with properties calculated with ωB97M-V/def2-TZVPD.

The spin multiplicity is 1. The frontier orbital gap comes out at 9.49 eV. The energy above the lowest of the compared OMol25 structures with the same formula, charge and spin is 26.0 kcal per mole. For the energy, the calculation gives -22561.07395 eV. Its HOMO energy is -5.6 eV. The total charge is -1.

Atoms and positions in Å:
S: 1.44675 -0.35282 0.28689
O: -0.24131 0.95678 -0.04832
O: -1.28582 -0.81535 0.84893
O: 2.37401 0.75708 0.24208
O: -2.36768 0.45504 -0.50633
O: 1.44909 -1.14424 -0.92971
N: -1.37504 0.14352 0.10646